Record 1
The following is a quantum chemistry calculation of a gas-phase ion, C8H12O2P (charge -1), from the Open Molecules 2025 dataset.

ORCA input file:
```
! RIJCOSX wB97M-V def2-TZVPD def2/J DEFGRID3
* xyz -1 1
C 2.65165 1.73383 0.17223
C 1.73528 0.98240 -0.03325
C -1.00412 -1.59500 -0.21256
C 0.55753 0.28364 -0.19935
C 0.36686 -1.18026 0.37795
C -0.64108 1.11617 0.31426
C 1.47527 -2.28725 0.25485
C -0.80556 2.39604 -0.38995
O -2.91279 -0.35472 1.18496
O -2.81087 0.41752 -1.24936
P -2.07993 -0.07553 -0.02209
H 3.36172 2.35161 0.66264
H -0.85454 -2.01166 -1.28391
H -1.43004 -2.46007 0.18832
H 0.39230 0.25064 -1.32942
H 0.17683 -1.24065 1.44201
H -0.47939 1.30970 1.33723
H 1.24638 -2.78727 -0.68459
H 1.32596 -3.12194 0.96099
H 2.49503 -1.94916 0.37184
H -1.07791 2.25581 -1.43363
H 0.08264 2.96523 -0.31268
H -1.77118 3.00092 -0.11651
*
```

The calculation puts the LUMO energy at 3.5 eV. The total energy comes out at -21875.2087 eV. The value obtained for the relative energy (zero: lowest compared OMol25 entry of this formula, charge and spin) is 0.0 kJ/mol. The value obtained for the HOMO energy is -0.1743 Ha.

Record 2
The following is a quantum chemistry calculation of a gas-phase ion, C16H24N3O5S2 (charge -1), from the Open Molecules 2025 dataset.

ORCA input file:
```
! RIJCOSX wB97M-V def2-TZVPD def2/J DEFGRID3
* xyz -1 1
C 0.78052 4.01163 -0.33351
C 1.48953 3.48108 0.91415
O 2.69644 3.54585 0.98393
O 0.81178 2.95080 1.97958
C -0.06223 1.86501 1.62049
C 0.62032 0.79483 0.71361
N -0.04861 -0.47468 0.96396
C 0.77030 -1.63496 0.66374
C 2.04598 -1.77098 1.56851
C 3.36129 -1.90236 0.77570
S 3.62487 -0.61181 -0.48204
C 3.30910 -1.44072 -2.05269
S 4.00971 -2.86206 -2.40920
N 2.41742 -0.80015 -2.90679
C 1.38176 -1.39646 -3.58822
C 0.70867 -0.45287 -4.27939
N 1.36406 0.77136 -4.06271
C 2.32933 0.53975 -3.26785
C -1.38766 -0.53582 0.34356
C -2.43954 -0.97004 1.43720
C -3.47876 0.15271 1.76146
C -4.90860 -0.40861 1.53447
O -5.86587 0.64633 1.55919
C -1.48560 -1.45720 -0.90531
O -1.67327 -2.69233 -0.79567
O -1.37786 -0.89325 -2.02220
H 0.39989 3.15152 -0.90204
H -0.01257 4.73194 -0.09757
H 1.54017 4.51503 -0.93854
H -1.02086 2.18547 1.18271
H -0.30273 1.33371 2.55099
H 1.68114 0.80700 0.99132
H 0.54808 1.06061 -0.35847
H 0.16970 -2.53070 0.87233
H 1.10093 -1.71008 -0.39046
H 1.94089 -2.68525 2.17388
H 2.03486 -0.92555 2.27149
H 4.19243 -1.79762 1.49214
H 3.46920 -2.90213 0.33909
H 1.13193 -2.45084 -3.56533
H -0.17335 -0.57086 -4.89004
H 3.08130 1.20128 -2.84534
H -1.71515 0.46034 0.01574
H -1.86780 -1.21186 2.34030
H -2.97743 -1.83682 1.03176
H -3.34118 0.46179 2.81131
H -3.36863 1.05000 1.13332
H -5.07983 -1.16665 2.31867
H -4.88955 -0.92743 0.56780
H -5.53448 1.30202 2.18104
*
```

The calculation puts the LUMO energy at 1.6 eV. The total energy comes out at -53359.5208 eV. The value obtained for the HOMO energy is -0.1683 Ha.

Record 3
The following is a quantum chemistry calculation of a molecular structure, C2H2F2LiORh, from the Open Molecules 2025 dataset.

ORCA input file:
```
! RIJCOSX wB97M-V def2-TZVPD def2/J DEFGRID3
* xyz 1 6
F 2.09106 0.81157 -0.07405
C 0.13186 0.75033 0.62554
C -0.73089 0.02922 -0.18691
O -0.72865 -1.30676 -0.13734
H 0.51423 0.38206 1.59266
H -0.93689 0.49529 -1.17012
Rh -1.35297 -2.85311 -0.71402
Li -1.92708 1.87561 0.97354
F -0.05639 2.16312 0.58611
*
```

The calculation puts the LUMO energy (spin up / spin down) at -4.9 / -7.3 eV. The total energy comes out at -12786.5027 eV. As for the expectation value of S²: 8.8086. The value obtained for the relative energy (zero: lowest compared OMol25 entry of this formula, charge and spin) is 0.0 kJ/mol. The value obtained for the HOMO energy (spin up / spin down) is -0.3989 / -0.5283 Ha.

Record 4
The following is a quantum chemistry calculation of a single C6H8NO2P molecule, from the Open Molecules 2025 dataset.

ORCA input file:
```
! RIJCOSX wB97M-V def2-TZVPD def2/J DEFGRID3
* xyz 0 1
C -0.43793 -0.33514 -1.43812
C 0.01891 -1.63774 -0.87550
C -0.91152 0.80091 -0.92277
C 0.32645 -2.00424 0.36126
C -1.17372 2.02157 -1.67667
C 0.75489 1.11002 1.30180
N 0.44872 -2.08244 1.60235
O -0.33199 -2.37343 2.48985
O 1.80436 -1.74119 2.06969
P -0.81458 1.35505 0.83966
H -0.42402 -0.37371 -2.44450
H 0.19578 -2.46312 -1.65854
H -2.24768 2.17211 -1.60230
H -1.00713 1.85035 -2.66279
H -0.45971 2.86437 -1.37214
H 0.99840 1.39065 2.36927
H 1.43783 0.66092 0.74669
H 1.82294 -1.21494 2.87279
*
```

The calculation puts the LUMO energy (spin up / spin down) at -0.4 / -0.4 eV. The total energy comes out at -21217.5150 eV. The value obtained for the relative energy (zero: lowest compared OMol25 entry of this formula, charge and spin) is 811.1 kJ/mol. The value obtained for the HOMO energy (spin up / spin down) is -0.3339 / -0.3339 Ha.

Record 5
The following is a quantum chemistry calculation of 2 unconnected molecules or ions with the total composition C2H6N6O, from the Open Molecules 2025 dataset.

ORCA input file:
```
! RIJCOSX wB97M-V def2-TZVPD def2/J DEFGRID3
* xyz 0 1
C -1.84373 -0.17793 0.02241
C 2.18339 -0.85224 0.28230
N -1.73133 -1.35693 0.68079
N -0.49601 -1.47424 1.00808
N -2.91726 0.38651 -0.41081
N -0.54749 0.51751 0.11644
N 0.23454 -0.41310 0.79670
N -0.52525 1.82527 -0.23441
O 2.06235 -0.77601 -1.00911
H 2.13964 -1.82827 0.75755
H 2.83317 -0.02555 0.82746
H -2.75852 1.34998 -0.69977
H -0.20786 2.54972 0.36936
H -0.05373 1.90415 -1.15209
H 1.62809 -1.62887 -1.35489
*
```

The calculation puts the LUMO energy (spin up / spin down) at -0.4 / -0.4 eV. The total energy comes out at -13153.2944 eV. The value obtained for the relative energy (zero: lowest compared OMol25 entry of this formula, charge and spin) is 301.3 kJ/mol. The value obtained for the HOMO energy (spin up / spin down) is -0.2715 / -0.2714 Ha.

Record 6
The following is a quantum chemistry calculation of 2 unconnected molecules or ions with the total composition C7H5N4O2S, from the Open Molecules 2025 dataset.

ORCA input file:
```
! RIJCOSX wB97M-V def2-TZVPD def2/J DEFGRID3
* xyz -1 1
C -2.94875 0.66398 0.24090
C -2.32194 0.10934 1.30151
C -2.20363 0.87574 -0.84579
C -0.98802 -0.20704 1.34787
C -0.89874 0.41497 -1.00587
C -0.27148 0.01180 0.15302
C 2.25508 -0.30215 0.17477
N 3.06990 -2.26238 0.09518
N 2.49639 -2.85332 -0.71569
N 1.87617 -3.44584 -1.46047
N 1.04418 -0.31577 0.06527
O 2.39496 2.11269 0.78626
O 3.30605 1.48000 -1.34433
S 3.40750 1.32384 0.10677
H -4.04984 0.75263 0.42527
H -2.89084 0.02363 2.23047
H -2.57532 1.36594 -1.79851
H -0.41855 -0.58330 2.12358
H -0.28311 0.83524 -1.88024
*
```

The calculation puts the LUMO energy (spin up / spin down) at 3.2 / 3.2 eV. The total energy comes out at -28227.4192 eV. The value obtained for the relative energy (zero: lowest compared OMol25 entry of this formula, charge and spin) is 80.9 kJ/mol. The value obtained for the HOMO energy (spin up / spin down) is -0.1519 / -0.1519 Ha.

| no. | largest force on an atom (eV Å⁻¹) |
| --- | --- |
| 1 | 3.486 |
| 2 | 2.010 |
| 3 | 8.163 |
| 4 | 5.119 |
| 5 | 4.274 |
| 6 | 5.103 |